1.
16
Properties=species:S:1:pos:R:3 method="wB97M-V/def2-TZVPD" largest_force_ev_per_a=0.93 homo_lumo_gap_ev=9.8 total_energy_ev=-26991.1956 homo_energy_ev=-9.066 total_charge=0
C -0.068 -0.164 -2.229
C -1.420 0.153 -1.598
S -1.560 -0.292 0.156
S -0.565 1.245 1.079
C 1.166 0.782 0.972
H 0.637 -0.500 -1.471
H 0.393 0.724 -2.684
H -0.154 -0.939 -2.987
H -1.649 1.204 -1.642
H -2.255 -0.317 -2.102
H 1.731 1.128 1.848
H 1.315 -0.292 0.914
H 1.630 1.195 0.086
O 0.429 -1.665 3.152
H -0.405 -1.311 2.809
H 0.774 -0.950 3.695


2.
17
Properties=species:S:1:pos:R:3 method="wB97M-V/def2-TZVPD" largest_force_ev_per_a=4.58 homo_lumo_gap_ev="3.0 / 12.0" total_energy_ev=-9871.6449 homo_energy_ev="-2.474 / -11.521" spin_multiplicity=2 total_charge=0
N 0.271 -0.931 -1.154
H 0.167 -0.791 -0.194
H -0.059 -0.010 -1.551
H 1.310 -1.055 -1.276
H -0.284 -1.741 -1.537
H -1.443 1.143 3.935
H -2.781 0.734 4.581
O -2.098 0.433 3.936
H -0.550 2.331 -2.260
H 0.699 2.290 -1.543
O 0.086 1.745 -2.022
H 3.403 -0.147 -2.001
H 3.538 -1.666 -1.429
O 3.001 -0.817 -1.430
H -2.318 -0.558 0.809
H -1.603 -0.345 2.035
O -1.338 -0.615 1.102


3.
54
Properties=species:S:1:pos:R:3 method="wB97M-V/def2-TZVPD" largest_force_ev_per_a=5.56 homo_lumo_gap_ev="6.4 / 7.5" total_energy_ev=-74602.1683 homo_energy_ev="-6.647 / -7.861" spin_multiplicity=5 total_charge=0
P 0.532 -2.436 -0.324
P -0.337 -0.464 -1.580
C 0.862 -2.847 -2.125
C 0.455 -1.565 -2.886
H 0.174 -3.684 -2.357
H 1.912 -3.138 -2.254
H 1.342 -1.039 -3.276
H -0.249 -1.728 -3.711
C -2.178 -0.065 -1.460
H -2.079 0.955 -1.037
H -2.792 -0.611 -0.694
H -2.673 -0.004 -2.434
C 0.141 1.115 -2.395
H -0.420 1.137 -3.348
H 1.219 1.163 -2.614
H -0.156 1.980 -1.791
C -2.852 -3.454 -1.789
H -3.408 -3.930 -0.957
H -2.411 -4.272 -2.391
H -3.593 -2.928 -2.417
C 1.954 -2.151 0.737
H 2.265 -1.096 0.719
H 2.815 -2.785 0.461
H 1.635 -2.379 1.767
Cr -1.559 -2.074 -0.815
C 2.006 4.500 2.056
C 0.818 4.172 2.582
C -0.307 3.295 2.041
C -0.055 1.776 2.031
C 1.285 1.359 1.525
C 1.805 1.744 0.342
C 1.795 3.168 -0.142
C 2.620 4.136 0.730
C -0.290 -3.925 0.259
H 2.682 5.128 2.654
H 0.518 4.663 3.525
H -0.609 3.652 1.041
H -1.168 3.488 2.704
H -0.183 1.315 3.030
H -0.827 1.342 1.368
H 1.738 0.542 2.113
H 2.245 0.974 -0.323
H 0.775 3.569 -0.224
H 2.242 3.187 -1.144
H 3.625 3.709 0.885
H 2.793 5.063 0.157
H -0.267 -3.973 1.366
H 0.267 -4.769 -0.181
H -1.348 -3.853 -0.107
F -3.001 -2.047 0.834
B -2.558 -1.571 2.202
F -2.906 -0.223 2.327
F -3.167 -2.387 3.146
F -1.128 -1.735 2.174


4.
72
Properties=species:S:1:pos:R:3 method="wB97M-V/def2-TZVPD" largest_force_ev_per_a=1.19 homo_lumo_gap_ev="7.0 / 5.7" total_energy_ev=-60359.3827 homo_energy_ev="-6.889 / -7.261" spin_multiplicity=4 total_charge=0
Pt -2.670 -0.770 -1.301
C -2.521 -4.689 2.951
N -2.222 -3.321 2.571
C -0.872 -2.928 2.929
C -2.716 -2.856 1.352
N -2.022 -2.284 0.452
N -4.083 -3.020 1.235
C -4.902 -2.667 0.177
N -6.244 -2.835 0.439
N -4.432 -2.343 -0.961
H -2.318 -4.813 4.014
H -1.898 -5.402 2.396
H -3.562 -4.935 2.763
H -0.730 -3.153 3.985
H -0.745 -1.857 2.784
H -0.102 -3.460 2.361
H -1.028 -2.246 0.643
H -4.557 -3.258 2.094
H -6.560 -2.905 1.394
H -6.877 -2.359 -0.184
H -5.130 -2.153 -1.673
C -2.967 2.895 0.702
C -3.043 1.519 0.069
O -4.157 1.017 -0.209
N -1.942 0.834 -0.152
Te -0.053 1.587 -1.195
C 1.853 2.795 -1.383
C 1.985 4.051 -0.803
C 0.924 4.652 0.069
C 3.130 4.807 -1.044
C 4.140 4.347 -1.866
C 5.355 5.181 -2.149
C 3.986 3.098 -2.454
C 2.858 2.323 -2.229
C 2.720 1.002 -2.920
C 0.934 0.060 -0.078
C 1.451 0.311 1.190
C 1.317 1.646 1.848
C 2.109 -0.706 1.874
C 2.246 -1.973 1.333
C 2.997 -3.053 2.054
C 1.671 -2.222 0.094
C 1.014 -1.227 -0.617
C 0.347 -1.576 -1.904
H -3.933 3.141 1.139
H -2.730 3.623 -0.076
H -2.189 2.929 1.462
H 0.026 4.032 0.051
H 0.666 5.649 -0.284
H 1.274 4.742 1.096
H 3.211 5.784 -0.589
H 5.324 6.116 -1.595
H 5.423 5.416 -3.211
H 6.260 4.642 -1.872
H 4.753 2.735 -3.123
H 3.467 0.890 -3.701
H 1.730 0.927 -3.375
H 2.836 0.184 -2.209
H 0.479 2.189 1.414
H 2.219 2.239 1.698
H 1.152 1.538 2.918
H 2.523 -0.494 2.852
H 3.270 -2.732 3.056
H 3.909 -3.304 1.511
H 2.399 -3.961 2.131
H 1.744 -3.214 -0.334
H 0.546 -2.606 -2.189
H 0.654 -0.918 -2.716
H -0.754 -1.457 -1.776
S -1.689 -2.312 -5.482
C -2.345 -1.685 -4.183
N -2.911 -1.206 -3.265


5.
19
Properties=species:S:1:pos:R:3 method="wB97M-V/def2-TZVPD" largest_force_ev_per_a=3.77 homo_lumo_gap_ev=11.2 total_energy_ev=-10927.6190 homo_energy_ev=-10.622 total_charge=0
C 0.363 -1.459 0.735
N -0.709 -1.689 -0.283
H 0.730 -0.401 0.828
H 0.155 -1.786 1.716
H 1.352 -1.927 0.483
H -1.520 -1.215 -0.100
H -1.034 -2.683 -0.213
O 0.684 -1.328 -2.639
H 0.069 -1.414 -1.900
H 0.034 -1.370 -3.302
O 0.608 1.231 -1.104
H -0.377 1.098 -1.301
H 0.953 0.342 -1.499
O -1.976 1.385 1.588
H -1.097 0.948 1.710
H -1.642 2.287 1.706
O 0.830 2.905 1.335
H 1.087 2.736 0.420
H 1.489 2.341 1.819


6.
77
Properties=species:S:1:pos:R:3 method="wB97M-V/def2-TZVPD" largest_force_ev_per_a=6.35 homo_lumo_gap_ev="4.2 / 4.3" total_energy_ev=-63914.6371 homo_energy_ev="-1.680 / -1.789" spin_multiplicity=2 total_charge=-1
Ti -0.043 -0.493 0.295
N 0.648 -3.892 3.281
N -0.395 -2.080 -1.299
C 0.743 1.731 -0.473
C 1.796 0.803 -0.115
C 1.738 0.615 1.314
C 2.705 -0.159 2.136
H 3.562 -0.468 1.528
H 2.212 -1.175 2.507
H 3.024 0.397 3.025
C 0.673 1.439 1.823
C 0.463 1.813 3.241
H 0.608 2.898 3.380
H 1.173 1.284 3.893
H -0.569 1.582 3.548
C 0.033 2.078 0.718
C -1.021 3.130 0.829
H -1.806 2.835 1.542
H -1.512 3.309 -0.134
H -0.612 4.098 1.168
C 2.920 0.369 -0.999
H 3.818 0.987 -0.825
H 2.655 0.457 -2.060
H 3.196 -0.675 -0.814
C 0.651 2.463 -1.771
H -0.377 2.791 -1.975
H 0.959 1.825 -2.607
H 1.296 3.363 -1.795
C -0.186 -4.764 3.831
H 0.101 -5.173 4.808
C -1.404 -5.152 3.193
H -2.071 -5.845 3.728
C -1.675 -4.685 1.880
H -2.554 -5.061 1.305
C -0.784 -3.727 1.332
H -0.917 -3.294 0.322
C 0.332 -3.207 2.149
C 1.325 -2.078 1.892
H 1.836 -2.411 0.902
C -0.492 -0.836 -1.771
C 0.275 -2.908 -2.227
H 0.780 -3.840 -1.966
C 0.105 -2.268 -3.417
H 0.140 -2.686 -4.400
N -0.350 -0.942 -3.134
C -0.628 0.084 -4.046
C 0.280 0.315 -5.065
C 0.042 1.422 -5.895
H 0.776 1.647 -6.660
C -1.062 2.261 -5.718
C -1.271 3.476 -6.600
H -1.833 4.262 -6.072
H -1.843 3.221 -7.508
H -0.316 3.910 -6.934
C -1.976 1.951 -4.697
H -2.839 2.602 -4.546
C -1.774 0.849 -3.856
C -2.740 0.535 -2.776
H -2.905 -0.535 -2.646
H -3.710 1.000 -3.000
H -2.378 0.955 -1.830
C 1.520 -0.475 -5.211
H 1.362 -1.521 -5.496
H 2.124 -0.441 -4.294
H 2.107 -0.008 -6.011
C -0.853 -0.914 4.109
N -2.222 -0.955 3.580
C -3.277 -1.265 4.544
C -2.548 -0.593 2.335
O -1.690 -0.314 1.419
H -0.767 -1.686 4.880
H -0.638 0.052 4.585
H -0.115 -1.120 3.323
H -3.955 -0.410 4.684
H -3.873 -2.124 4.208
H -2.795 -1.508 5.496
H -3.635 -0.572 2.122